The following is a DFT calculation (ωB97M-V/def2-TZVPD) of C48H34BrCl5N3O3S2Ta as an isolated structure.

```
97
Properties=species:S:1:pos:R:3:forces:R:3
Ta -1.627 0.544 -1.654 0.0 -0.9 0.7
C -0.874 3.631 5.392 0.0 0.0 0.0
C -1.076 2.522 4.408 0.0 0.0 0.0
C -0.522 2.603 3.124 0.0 -0.1 0.0
C -0.692 1.594 2.195 0.0 0.0 0.1
C -1.461 0.494 2.564 0.0 0.0 0.0
C -2.066 0.396 3.819 0.1 0.1 0.0
C -1.844 1.405 4.738 0.0 0.0 0.0
S -1.798 -0.889 1.551 -0.1 0.1 -0.1
O -1.640 -0.220 0.052 0.0 0.0 0.0
C -0.597 -2.132 1.651 0.1 0.0 0.0
C -1.203 -3.392 1.906 0.1 0.0 0.0
C -0.406 -4.475 2.135 -0.1 0.0 0.0
C 1.001 -4.360 2.096 0.0 0.0 0.0
C 1.828 -5.482 2.341 0.0 0.0 0.0
C 3.185 -5.364 2.279 0.0 0.0 0.0
C 3.789 -4.120 1.962 0.0 0.0 0.0
C 3.026 -3.018 1.725 0.0 0.0 0.0
C 1.605 -3.101 1.798 0.0 0.0 0.0
C 0.785 -1.970 1.591 -0.1 0.0 0.0
C 1.409 -0.657 1.263 0.1 0.0 0.1
C 1.968 0.147 2.299 0.0 -0.1 0.0
C 1.907 -0.242 3.660 0.0 0.0 0.0
C 2.441 0.564 4.627 0.0 0.0 0.0
C 3.063 1.784 4.283 0.0 0.0 0.0
C 3.130 2.186 2.978 0.0 0.0 0.0
C 2.578 1.381 1.956 0.0 0.0 0.0
C 2.599 1.804 0.601 0.0 0.0 0.0
C 2.076 1.029 -0.391 0.0 0.0 0.0
C 1.506 -0.220 -0.043 0.1 0.0 -0.1
S 0.956 -1.366 -1.260 -0.1 0.0 -0.1
O 0.009 -0.371 -2.192 -0.1 0.2 0.3
C 2.271 -1.856 -2.246 0.0 0.0 -0.1
C 3.308 -1.038 -2.725 0.0 0.0 0.0
C 4.312 -1.619 -3.458 0.0 0.0 0.0
C 4.328 -3.002 -3.724 0.0 0.0 0.0
C 5.450 -3.587 -4.517 0.0 0.0 0.0
C 3.290 -3.795 -3.236 -0.1 0.0 0.0
C 2.259 -3.234 -2.506 0.1 0.0 0.0
H 0.049 4.173 5.193 0.0 0.0 0.0
H -0.850 3.257 6.414 0.0 0.0 0.0
H -1.698 4.344 5.324 0.0 0.0 0.0
H 0.072 3.469 2.863 0.0 0.0 0.0
H -0.231 1.673 1.218 0.0 0.0 0.0
H -2.692 -0.448 4.081 0.0 0.0 0.0
H -2.287 1.330 5.723 0.0 0.0 0.0
H -2.281 -3.483 1.942 0.0 0.0 0.0
H -0.851 -5.438 2.351 0.0 0.0 0.0
H 1.368 -6.430 2.583 0.0 0.0 0.0
H 3.813 -6.222 2.473 0.0 0.0 0.0
H 4.868 -4.053 1.920 0.0 0.0 0.0
H 3.500 -2.072 1.503 0.0 0.0 0.0
H 1.451 -1.184 3.933 0.0 0.0 0.0
H 2.403 0.260 5.664 0.0 0.0 0.0
H 3.498 2.396 5.062 0.0 0.0 0.0
H 3.616 3.116 2.712 0.0 0.0 0.0
H 3.051 2.758 0.359 0.0 0.0 0.0
H 2.095 1.365 -1.418 0.0 0.0 0.0
H 3.334 0.023 -2.527 0.0 0.0 0.0
H 5.119 -1.004 -3.835 0.0 0.0 0.0
H 6.409 -3.303 -4.083 0.0 0.0 0.0
H 5.431 -3.193 -5.535 0.0 0.0 0.0
H 5.392 -4.671 -4.567 0.0 0.0 0.0
H 3.294 -4.859 -3.428 0.0 0.0 0.0
H 1.460 -3.859 -2.124 0.0 0.0 0.0
Cl -0.872 7.039 -4.665 0.0 0.0 0.0
C -0.914 5.671 -3.665 0.0 -0.1 0.0
C -1.284 4.431 -4.217 0.0 0.0 0.1
Cl -1.692 4.246 -5.857 0.0 0.0 0.0
C -1.300 3.351 -3.358 0.0 -0.1 -0.1
Cl -1.738 1.721 -3.912 0.0 0.4 -0.4
C -0.977 3.432 -2.016 0.0 0.0 0.0
O -1.029 2.273 -1.296 0.1 0.2 -0.1
C -0.612 4.647 -1.469 0.0 0.0 -0.1
Cl -0.225 4.728 0.195 0.0 0.0 0.0
C -0.583 5.775 -2.303 0.0 0.0 0.0
Cl -0.141 7.277 -1.650 0.0 0.0 0.0
N -3.184 -2.570 -4.200 0.1 0.0 0.0
C -4.227 -2.547 -3.305 0.0 0.0 0.0
C -3.928 -1.580 -2.407 0.0 -0.1 0.0
N -2.697 -1.016 -2.750 -0.1 0.1 -0.1
C -2.287 -1.659 -3.849 0.1 0.0 -0.1
H -3.107 -3.185 -5.002 0.0 0.0 0.0
H -5.069 -3.213 -3.384 0.0 0.0 0.0
H -4.488 -1.261 -1.547 0.0 0.0 0.0
H -1.363 -1.485 -4.377 0.0 0.0 0.0
Br -5.290 3.285 1.951 0.0 0.0 0.0
C -5.090 2.553 0.246 0.0 0.0 -0.1
C -6.098 2.637 -0.710 0.0 0.0 0.0
C -5.876 2.079 -1.959 0.1 0.0 0.0
C -4.676 1.448 -2.218 -0.1 0.0 0.0
N -3.701 1.354 -1.289 0.1 0.0 -0.2
C -3.908 1.916 -0.081 -0.1 0.1 0.1
H -7.033 3.133 -0.481 0.0 0.0 0.0
H -6.629 2.132 -2.733 0.0 0.0 0.0
H -4.484 0.999 -3.182 0.0 0.0 0.0
H -3.102 1.873 0.642 0.0 0.0 0.0
```
Positions in Å, forces in eV/Å.

Properties
* net charge: +4
* HOMO-LUMO gap: 5.8 eV
* largest force on an atom: 0.0217 hartree/bohr
* spin multiplicity: 1
* LUMO energy: -11.65 eV
* HOMO: -17.48 eV
* calculated total energy: -7966.68778 hartree